1.
This record from OMol25 describes a cluster of 2 separate species, C7H8N2O2 in total in a non-equilibrium geometry. The level of theory is ωB97M-V/def2-TZVPD.

- E_HOMO: -0.337 Ha
- HOMO-LUMO gap: 8.3 eV
- Total charge: 0

Last column: Mulliken charge in e.
Geometry (Å):
C -2.132 1.273 1.613  -1.23
C -1.375 0.639 0.303  0.48
C -0.424 -0.387 0.645  -0.58
C 0.763 -0.667 -0.071  0.39
C 0.934 0.021 -1.291  -0.84
C 0.008 0.941 -1.463  -0.06
C -1.000 1.455 -0.721  0.06
H -1.739 0.834 2.642  0.33
H -3.402 1.215 1.393  0.25
H -1.696 2.298 1.837  0.41
H -0.527 -0.691 1.661  0.38
H 1.817 -0.208 -2.056  0.29
H 0.098 1.603 -2.324  0.36
H -2.051 2.862 -0.351  0.35
H -0.261 3.554 -1.453  0.35
N -1.532 2.651 -1.334  -0.73
N 1.406 -1.932 0.499  0.84
O 1.523 -1.969 1.744  -0.51
O 1.977 -2.550 -0.443  -0.53

=====

2.
This record from OMol25 describes a structure of composition C43H124HgNO20 in a non-equilibrium geometry. The level of theory is ωB97M-V/def2-TZVPD.

- E_HOMO: -0.373 Ha
- HOMO-LUMO gap: 8.2 eV
- Total charge: +1

Last column: Mulliken charge in e.
Geometry (Å):
Hg -3.335 -0.980 -0.099  2.52
C 1.158 -1.299 -1.779  -0.30
C 0.479 -1.520 -0.440  3.22
C 1.525 -1.550 0.666  -0.76
C 2.253 -0.192 0.879  -0.41
C 1.126 0.785 1.291  -0.40
C 0.050 0.912 0.162  3.20
N -0.474 -0.473 -0.101  1.54
O -1.544 -0.525 -1.054  -1.54
C 0.614 1.655 -1.044  -0.50
C -1.137 1.731 0.635  -0.69
C -0.237 -2.817 -0.519  -0.93
H 0.448 -1.306 -2.579  -0.36
H 1.861 -2.064 -2.027  0.06
H 1.741 -0.379 -1.745  -0.57
H 2.277 -2.288 0.285  -0.61
H 1.097 -1.912 1.638  -0.34
H 2.878 0.256 0.104  -0.13
H 2.885 -0.259 1.775  0.73
H 1.665 1.738 1.266  0.46
H 0.714 0.499 2.247  -1.10
H -0.028 1.580 -1.932  -0.68
H 1.593 1.274 -1.304  -0.60
H 0.743 2.728 -0.827  0.23
H -0.801 2.736 0.996  -0.21
H -1.819 1.294 1.356  -0.56
H -1.842 1.860 -0.147  0.06
H -0.844 -2.793 -1.437  -0.34
H -0.837 -2.937 0.386  0.17
H 0.463 -3.632 -0.608  0.30
C -3.983 1.342 -2.939  0.06
C -5.330 1.203 -2.188  -0.88
O -5.102 1.458 -0.761  -0.61
H -4.188 1.153 -3.997  0.40
H -3.320 0.534 -2.653  -0.31
H -3.601 2.399 -2.866  0.10
H -5.702 0.205 -2.157  0.26
H -6.128 1.885 -2.529  0.43
H -5.809 2.016 -0.400  0.23
C 1.788 -8.038 -1.270  -0.74
C 3.345 -8.289 -1.061  -0.44
O 3.986 -7.177 -0.480  -0.43
H 1.660 -7.076 -1.774  0.02
H 1.395 -7.999 -0.254  0.28
H 1.329 -8.794 -1.880  0.41
H 3.882 -8.379 -2.033  0.29
H 3.516 -9.232 -0.506  0.32
H 3.669 -7.224 0.439  0.22
C -1.646 1.136 -5.139  -1.38
C -0.800 2.225 -4.583  1.13
O -0.789 3.266 -5.504  -0.67
H -1.639 0.323 -4.396  0.20
H -1.202 0.850 -6.105  0.45
H -2.665 1.427 -5.355  0.26
H 0.223 1.860 -4.456  -0.06
H -1.124 2.527 -3.585  -0.15
H -0.272 4.012 -5.177  0.30
C 4.626 -4.236 -2.628  -1.58
C 3.910 -3.788 -1.369  1.07
O 4.551 -4.370 -0.225  -0.57
H 4.268 -3.740 -3.555  0.34
H 4.547 -5.291 -2.837  0.39
H 5.675 -4.131 -2.507  0.44
H 2.894 -4.185 -1.433  0.04
H 3.958 -2.716 -1.139  -0.25
H 4.641 -5.301 -0.416  0.32
C -2.066 6.132 -3.733  -0.57
C -0.609 6.559 -3.879  -0.37
O 0.251 5.460 -3.482  -0.44
H -2.722 6.861 -4.209  0.43
H -2.401 5.887 -2.743  -0.02
H -2.218 5.231 -4.338  0.13
H -0.353 7.417 -3.257  0.40
H -0.452 6.819 -4.941  0.29
H 1.096 5.831 -3.214  0.23
C 1.082 -1.174 6.013  -1.31
C 0.432 -1.084 4.623  0.70
O -0.760 -0.298 4.631  -0.51
H 0.340 -1.658 6.650  0.38
H 1.315 -0.184 6.421  0.28
H 2.018 -1.760 5.988  0.31
H 0.156 -2.093 4.298  0.40
H 1.086 -0.675 3.864  -0.46
H -0.506 0.547 4.986  0.11
C 0.163 -4.391 -4.142  -0.98
C -1.126 -3.642 -3.949  0.51
O -2.068 -4.241 -3.082  -0.45
H 0.728 -3.987 -4.986  0.37
H -0.084 -5.448 -4.405  0.38
H 0.798 -4.393 -3.295  0.06
H -1.593 -3.461 -4.930  0.41
H -0.863 -2.684 -3.515  -0.40
H -2.176 -5.157 -3.331  0.28
C -3.457 2.167 3.754  0.39
C -3.336 3.449 4.702  -0.67
O -2.193 4.224 4.421  -0.52
H -4.011 1.336 4.226  0.32
H -2.380 1.950 3.574  -0.27
H -3.917 2.443 2.772  -0.24
H -3.343 3.215 5.789  0.34
H -4.196 4.095 4.562  0.34
H -1.388 3.778 4.725  0.17
C -4.655 -5.859 1.170  -1.24
C -3.573 -4.824 1.463  -0.22
O -3.544 -3.931 0.325  -0.27
H -4.375 -6.492 0.350  0.30
H -5.576 -5.290 0.967  0.28
H -4.866 -6.474 2.021  0.43
H -2.609 -5.330 1.605  0.36
H -3.773 -4.267 2.392  0.27
H -2.689 -4.117 -0.108  0.05
C 2.107 2.576 4.539  -0.44
C 1.406 3.224 5.632  -0.35
O 0.406 2.289 6.054  -0.38
H 2.529 1.650 4.864  0.32
H 2.859 3.216 4.121  0.39
H 1.384 2.224 3.810  -0.25
H 0.953 4.144 5.306  0.29
H 2.100 3.417 6.482  0.35
H 0.010 2.596 6.877  0.22
C -4.419 4.587 -0.150  0.15
C -5.965 4.565 -0.131  -0.68
O -6.518 3.364 0.466  -0.46
H -4.077 3.862 -0.893  -0.30
H -3.944 4.346 0.797  -0.06
H -4.093 5.591 -0.457  0.36
H -6.387 4.649 -1.165  0.26
H -6.364 5.368 0.469  0.46
H -7.412 3.433 0.714  0.21
C -0.413 5.514 -0.328  -0.69
C -0.291 5.451 1.202  -0.33
O -1.658 5.115 1.688  -0.35
H 0.559 5.882 -0.662  0.30
H -1.206 6.178 -0.548  0.43
H -0.504 4.565 -0.807  0.10
H 0.091 6.413 1.589  0.54
H 0.445 4.670 1.571  -0.05
H -1.649 4.995 2.658  0.22
C 2.408 -5.137 2.487  -0.56
C 2.873 -4.066 3.468  0.24
O 2.301 -4.258 4.785  -0.52
H 1.320 -5.141 2.476  0.21
H 2.766 -6.139 2.759  0.43
H 2.714 -4.810 1.502  -0.05
H 2.455 -3.101 3.119  -0.26
H 3.965 -4.041 3.545  0.34
H 2.591 -5.118 5.157  0.28
C -6.992 -0.519 2.242  -1.35
C -5.730 -1.249 1.791  0.47
O -5.396 -0.938 0.408  -0.41
H -6.757 0.426 2.729  0.29
H -7.531 -1.170 2.991  0.41
H -7.778 -0.356 1.505  0.34
H -5.897 -2.328 1.756  0.17
H -4.872 -1.068 2.402  -0.05
H -5.543 0.049 0.258  0.34
C 3.871 1.461 -3.607  -0.20
C 4.900 0.391 -3.841  0.04
O 6.228 0.788 -3.370  -0.58
H 3.939 2.257 -4.354  0.42
H 4.027 1.878 -2.640  -0.17
H 2.865 0.952 -3.603  -0.07
H 4.974 0.248 -4.921  0.47
H 4.688 -0.544 -3.362  -0.20
H 6.793 1.009 -4.123  0.26
C 6.076 -0.891 -0.122  -0.08
C 7.209 0.158 -0.302  -0.60
O 6.675 1.447 -0.594  -0.48
H 6.316 -1.802 0.406  0.55
H 5.768 -1.273 -1.109  -0.10
H 5.174 -0.424 0.345  -0.16
H 7.908 -0.145 -1.105  0.29
H 7.827 0.187 0.603  0.36
H 6.446 1.314 -1.584  0.27
C 4.031 4.954 0.556  -1.06
C 4.874 3.751 0.285  0.07
O 4.386 2.627 0.982  -0.23
H 4.244 5.738 -0.190  0.38
H 4.327 5.387 1.524  0.34
H 2.988 4.688 0.539  0.01
H 5.925 3.959 0.553  0.38
H 4.844 3.496 -0.779  0.03
H 5.117 2.000 1.033  0.11
O -2.203 -1.077 2.048  -0.35
H -1.346 -1.013 1.575  -0.52
H -1.990 -0.769 2.941  0.04
O -4.301 -2.354 -2.131  -0.51
H -3.423 -2.737 -2.123  0.14
H -4.820 -3.046 -1.677  0.26

=====

3.
This record from OMol25 describes the molecule C4H6OS in a non-equilibrium geometry. The level of theory is ωB97M-V/def2-TZVPD.

- E_HOMO: -0.326 Ha
- HOMO-LUMO gap: 9.6 eV
- Total charge: 0

Last column: Mulliken charge in e.
Geometry (Å):
C -0.712 -0.602 0.272  0.19
C -0.715 0.710 0.227  0.34
C -0.137 -1.935 0.169  -0.98
C -0.007 1.906 0.019  -1.00
O -3.328 0.047 -0.853  -0.58
S -2.493 0.097 0.467  0.26
H -0.813 -2.781 0.231  0.31
H 0.642 -2.246 0.909  0.29
H 0.331 -2.109 -0.766  0.29
H -0.050 2.283 -1.046  0.27
H 1.128 1.873 0.166  0.29
H -0.294 2.773 0.560  0.32